12
Properties=species:S:1:pos:R:3:forces:R:3 method="wB97M-V/def2-TZVPD" lumo_ev=0.720 charge=0 e_tot_ev=-8339.710 e_homo_ev=-9.87 relative_energy_kj_mol=72.48
C -1.006451 1.217431 -0.800351 -0.1 0.0 0.0
C -0.771149 -0.071647 -0.053408 -0.1 -0.2 -0.1
O -1.516140 -1.024011 -0.137934 0.3 0.4 0.1
C 0.495332 -0.176074 0.788783 0.1 0.1 0.0
C 1.347969 -1.335013 0.305781 0.3 0.0 0.0
O 2.546021 -1.273586 0.190891 -0.5 0.0 0.0
H -0.280440 1.292968 -1.620418 -0.1 0.0 0.1
H -0.849184 2.084973 -0.150921 0.0 -0.1 -0.1
H -2.017127 1.225591 -1.212320 0.2 0.0 0.0
H 1.096770 0.737553 0.811489 -0.1 -0.2 0.0
H 0.177949 -0.423321 1.811065 0.0 0.0 -0.1
H 0.776449 -2.254864 0.067342 0.1 0.1 0.0